#a
A molecular structure, C12H14N2. Source: OMol25; level of theory: wB97M-V/def2-TZVPD.

The spin multiplicity is 1. The calculation puts the HOMO energy at -0.2940 hartree.

Geometry (Å):
C -0.419 2.311 0.288
C -1.451 1.371 1.169
C -1.731 0.029 0.469
C -2.921 -0.461 -0.161
C -2.384 -1.885 -0.583
C -1.090 -2.050 -0.272
C 0.630 -0.593 0.078
C 1.533 -0.542 1.256
C 2.792 -0.551 1.188
C 3.237 -0.130 -0.165
C 2.404 0.027 -1.289
C 1.082 -0.357 -1.235
H -1.724 3.383 -1.144
H 0.431 2.579 -1.660
H 0.589 1.696 0.201
H -0.282 3.342 0.868
H -2.521 1.693 1.620
H -1.184 1.304 2.195
H -3.965 -0.134 0.486
H -2.911 -2.766 -1.107
H -0.544 -3.151 -0.251
H 1.186 -0.604 2.290
H 3.458 -0.557 2.074
H 4.249 0.150 -0.407
H 3.089 0.257 -2.095
H 0.332 -0.512 -2.175
N -0.750 2.439 -1.090
N -0.721 -0.965 0.327

Löwdin population analysis, charges in e, atoms 1 to 5:
1. C -0.40
2. C -0.12
3. C -0.25
4. C 0.00
5. C -0.11

#b
C12H14N2 in the gas phase. Source: OMol25; level of theory: wB97M-V/def2-TZVPD.

The spin multiplicity is 1. The calculation puts the HOMO energy (spin up / spin down) at -0.1942 / -0.1943 hartree.

Geometry (Å):
C 1.930 -0.570 -3.277
C 0.635 -1.130 -3.369
C 2.359 0.134 -2.138
C -0.146 -1.096 -2.184
C 1.972 0.834 0.142
C 1.600 0.159 -0.994
C 0.377 -0.509 -1.102
C -0.850 0.263 0.359
C 1.134 0.816 1.387
C -1.286 1.425 2.313
C -1.962 0.055 2.383
C -0.217 1.352 1.100
N -1.641 -0.457 1.002
N -2.426 -1.530 0.622
H 2.529 -0.544 -4.131
H 0.349 -1.689 -4.322
H 3.272 0.561 -2.213
H -1.140 -1.444 -2.131
H 2.819 1.412 0.074
H 1.036 -0.389 1.783
H 1.673 1.295 2.339
H -1.956 2.167 1.902
H -1.021 1.595 3.415
H -1.411 -0.602 3.087
H -3.075 -0.081 2.373
H -0.098 2.259 0.481
H -2.439 -2.294 1.346
H -2.018 -1.991 -0.247

Löwdin population analysis, charges in e, atoms 1 to 5:
1. C -0.09
2. C -0.12
3. C -0.05
4. C -0.14
5. C -0.13

Stability check: which of them is least stable? #a.

#a
C4H4N4O in the gas phase. Source: OMol25; level of theory: wB97M-V/def2-TZVPD.

The spin multiplicity is 1. The calculation puts the HOMO energy at -0.3150 hartree. The SMILES is C1=CN2NC=NN=C2O1.

Geometry (Å):
C -0.147 -1.987 0.533
C -0.183 0.508 0.406
C 0.136 1.930 -1.158
C 0.522 0.757 -1.707
H 1.574 -1.068 0.404
H -0.219 -3.048 0.626
H 0.076 2.834 -1.648
H 0.844 0.248 -2.628
N 0.850 -1.382 -0.359
N -0.746 -1.391 1.464
N -0.594 0.011 1.522
N 0.188 -0.185 -0.697
O -0.266 1.801 0.162

Löwdin population analysis, charges in e, atoms 1 to 5:
1. C -0.21
2. C -0.45
3. C -0.06
4. C 0.02
5. H 0.16

#b
A molecular structure, C4H4N4O. Source: OMol25; level of theory: wB97M-V/def2-TZVPD.

The spin multiplicity is 1. The calculation puts the HOMO energy at -0.3297 hartree.

Geometry (Å):
C 2.139 -0.455 -0.145
C 0.229 1.374 0.199
C -1.079 0.388 -0.315
C -0.235 -0.600 0.329
H 2.895 0.374 -0.368
H -0.069 2.091 1.250
H 1.017 1.948 -0.626
H -3.250 0.038 -0.912
N 0.958 0.008 0.637
N -2.362 -0.206 -0.314
N -2.023 -1.570 0.044
N -0.789 -1.830 0.562
O 2.569 -1.560 -0.341

Löwdin population analysis, charges in e, atoms 1 to 5:
1. C -0.27
2. C -0.03
3. C -0.10
4. C -0.43
5. H 0.14

Stability check: which of them is least stable? #b.

#a
A molecular structure, C5H11N3. Source: OMol25; level of theory: wB97M-V/def2-TZVPD.

The spin multiplicity is 1. The calculation puts the HOMO energy at -0.2368 hartree.

Geometry (Å):
C 0.867 1.044 1.240
C 1.270 -1.813 -1.363
C -1.697 1.388 1.060
N 0.795 -0.980 -0.277
N 1.625 -0.179 1.104
C -0.334 -0.251 -0.366
C -0.450 0.719 0.605
N -1.244 -0.399 -1.393
H 2.492 0.009 0.599
H -2.114 0.099 -1.277
H -1.377 -1.354 -1.695
H 0.711 1.243 2.307
H 1.340 1.928 0.790
H 1.191 -1.327 -2.343
H 2.315 -2.080 -1.185
H 0.697 -2.748 -1.402
H -1.749 1.409 2.155
H -1.740 2.428 0.715
H -2.597 0.866 0.725

Löwdin population analysis, charges in e, atoms 1 to 5:
1. C -0.24
2. C -0.09
3. C -0.09
4. N -0.05
5. N 0.10

#b
C5H11N3 in the gas phase. Source: OMol25; level of theory: wB97M-V/def2-TZVPD.

The spin multiplicity is 1. The calculation puts the HOMO energy at -0.2153 hartree.

Geometry (Å):
C -1.931 -0.997 0.969
N 0.966 0.568 -0.409
C -0.418 0.211 -0.857
C -0.730 -0.365 0.363
N 2.080 0.141 -1.191
N 0.787 0.517 2.125
C 0.636 -0.192 0.928
C -0.846 0.444 -2.123
H 1.085 1.574 -0.260
H 2.130 -0.875 -1.101
H 1.850 0.328 -2.173
H 0.147 1.291 2.231
H 1.732 0.750 2.399
H 1.324 -1.055 0.958
H -2.801 -0.331 0.923
H -1.725 -1.217 2.009
H -2.208 -1.934 0.460
H -1.812 0.109 -2.437
H -0.269 1.033 -2.814

Löwdin population analysis, charges in e, atoms 1 to 5:
1. C -0.07
2. N -0.08
3. C -0.34
4. C -0.24
5. N 0.09

#c
2 unconnected molecules or ions with the total composition C5H11N3. Source: OMol25; level of theory: wB97M-V/def2-TZVPD.

The spin multiplicity is 1. The calculation puts the HOMO energy (spin up / spin down) at -0.2968 / -0.2732 hartree.

Geometry (Å):
C -1.412 -0.867 1.090
C -0.973 1.454 -0.670
C -0.423 0.275 1.021
N -0.266 1.001 2.059
H 0.434 1.736 1.973
H -2.178 -0.586 1.807
H -1.897 -1.080 0.140
H -1.945 1.674 -0.238
H -1.040 1.032 -1.668
H -0.233 2.238 -0.552
H -0.920 -1.778 1.439
C 0.660 -0.896 -1.025
C 1.695 -1.362 -1.715
N 0.789 -0.001 0.074
N 1.934 0.513 0.292
H 1.893 0.967 1.210
H -0.351 -1.208 -1.217
H 1.524 -2.053 -2.528
H 2.710 -1.060 -1.491

Löwdin population analysis, charges in e, atoms 1 to 5:
1. C -0.05
2. C 0.05
3. C -0.52
4. N 0.09
5. H 0.03

Stability check: which of them is least stable? #c.

#a
11 unconnected molecules or ions with the total composition C22H66O11. Source: OMol25; level of theory: wB97M-V/def2-TZVPD.

The spin multiplicity is 1. The calculation puts the HOMO energy at -0.3514 hartree. The SMILES is CCO.CCO.CCO.CCO.CCO.CCO.CCO.CCO.CCO.CCO.CCO.

Geometry (Å):
C 9.813 9.769 8.378
C 9.180 8.349 8.412
O 8.762 7.761 9.642
H 10.201 9.759 7.338
H 10.634 10.001 9.151
H 9.154 10.634 8.309
H 9.860 7.566 8.025
H 8.267 8.356 7.862
H 8.824 8.417 10.318
C 8.596 14.122 15.323
C 9.393 13.195 14.445
O 9.249 11.775 14.825
H 8.805 13.857 16.333
H 7.504 14.167 15.181
H 8.960 15.094 15.116
H 10.478 13.360 14.453
H 9.024 13.247 13.381
H 9.201 11.247 13.976
C 14.677 10.143 8.806
C 13.716 11.220 9.243
O 12.854 10.981 10.305
H 14.290 9.200 8.410
H 15.216 9.870 9.721
H 15.450 10.491 8.065
H 13.089 11.533 8.405
H 14.414 12.024 9.580
H 13.400 10.725 11.063
C 14.064 13.744 12.690
C 13.852 12.339 13.151
O 14.629 11.371 12.471
H 13.617 14.434 13.361
H 13.677 13.933 11.658
H 15.144 13.886 12.732
H 12.808 12.073 13.127
H 14.143 12.230 14.199
H 15.471 11.704 12.252
C 10.791 5.177 13.299
C 9.889 6.389 13.119
O 10.440 7.230 12.101
H 11.809 5.595 13.372
H 10.786 4.530 12.459
H 10.523 4.649 14.195
H 9.858 7.035 14.055
H 8.881 6.062 12.931
H 10.171 6.942 11.227
C 12.773 13.180 16.852
C 11.990 12.442 17.961
O 12.043 11.014 17.945
H 12.107 13.200 15.947
H 13.665 12.571 16.830
H 13.005 14.213 17.216
H 10.977 12.876 17.980
H 12.513 12.762 18.865
H 11.319 10.581 17.486
C 16.895 9.208 13.249
C 17.640 10.484 13.448
O 17.465 11.388 12.414
H 17.305 8.812 12.307
H 15.849 9.382 13.133
H 17.106 8.472 14.004
H 18.694 10.177 13.476
H 17.287 10.991 14.366
H 17.889 11.105 11.614
C 8.102 7.934 17.367
C 9.518 8.381 17.756
O 9.776 9.611 17.059
H 7.380 8.747 17.552
H 7.777 7.079 18.036
H 8.037 7.598 16.360
H 10.300 7.685 17.528
H 9.567 8.588 18.878
H 9.016 10.237 17.115
C 6.450 10.143 12.526
C 7.634 10.613 11.707
O 8.536 9.538 11.716
H 5.745 10.955 12.700
H 6.805 9.861 13.514
H 5.990 9.347 11.995
H 8.229 11.481 12.159
H 7.395 10.886 10.701
H 9.357 9.816 12.158
C 10.867 14.398 10.383
C 10.057 13.196 10.709
O 10.549 12.439 11.785
H 11.389 14.644 11.324
H 10.312 15.233 9.976
H 11.691 14.055 9.705
H 10.072 12.633 9.707
H 9.010 13.425 10.877
H 10.886 11.583 11.495
C 13.033 9.082 14.481
C 11.687 9.833 14.153
O 11.509 10.028 12.779
H 13.772 9.568 13.737
H 12.988 7.980 14.270
H 13.481 9.198 15.504
H 11.803 10.814 14.562
H 10.757 9.298 14.555
H 11.446 9.162 12.349

Löwdin population analysis, charges in e, atoms 1 to 5:
1. C -0.08
2. C -0.29
3. O -0.10
4. H 0.07
5. H 0.09

#b
11 unconnected molecules or ions with the total composition C22H66O11. Source: OMol25; level of theory: wB97M-V/def2-TZVPD.

The spin multiplicity is 1. The calculation puts the HOMO energy at -0.3414 hartree. The SMILES is CCO.CCO.CCO.CCO.CCO.CCO.CCO.CCO.CCO.CCO.CCO.

Geometry (Å):
C -0.056 -5.621 0.230
C 0.127 -4.173 -0.197
O 0.347 -3.391 0.965
H 0.827 -6.066 0.678
H -0.342 -6.206 -0.652
H -0.907 -5.664 0.913
H -0.792 -3.833 -0.694
H 0.954 -4.092 -0.919
H 0.213 -2.424 0.794
C -3.219 1.112 -1.754
C -3.726 -0.204 -1.180
O -5.149 -0.173 -1.041
H -3.705 1.300 -2.715
H -2.141 1.073 -1.950
H -3.407 1.950 -1.084
H -3.264 -0.354 -0.208
H -3.446 -1.007 -1.871
H -5.535 -0.372 -1.898
C 1.892 4.317 0.359
C 2.123 5.627 1.032
O 2.023 5.527 2.479
H 1.965 4.496 -0.716
H 0.905 3.892 0.538
H 2.644 3.578 0.626
H 1.398 6.367 0.672
H 3.112 6.017 0.760
H 2.171 6.415 2.818
C 0.074 -2.402 5.725
C 0.312 -2.158 4.264
O 1.016 -3.261 3.683
H -0.618 -3.233 5.883
H -0.426 -1.535 6.171
H 1.001 -2.634 6.246
H 0.833 -1.208 4.067
H -0.659 -2.023 3.752
H 0.656 -3.421 2.790
C 0.116 -0.754 -1.489
C 0.251 0.045 -0.200
O -0.239 -0.708 0.902
H -0.894 -1.144 -1.620
H 0.858 -1.558 -1.563
H 0.361 -0.138 -2.354
H -0.375 0.943 -0.304
H 1.301 0.336 -0.071
H -0.308 -0.073 1.664
C 3.155 0.948 2.819
C 3.106 2.270 3.541
O 1.782 2.861 3.454
H 3.239 1.061 1.736
H 2.290 0.324 3.038
H 4.041 0.382 3.127
H 3.827 2.997 3.150
H 3.347 2.174 4.604
H 1.876 3.787 3.143
C 2.638 -0.629 -4.049
C 3.506 -0.057 -2.955
O 4.641 -0.921 -2.788
H 1.696 -0.076 -4.127
H 2.369 -1.670 -3.871
H 3.110 -0.564 -5.029
H 2.946 0.023 -2.010
H 3.824 0.962 -3.222
H 5.116 -0.698 -1.983
C -0.712 -2.881 -4.606
C 0.229 -3.899 -4.037
O 0.978 -4.531 -5.076
H -1.288 -3.341 -5.407
H -0.099 -2.081 -5.025
H -1.364 -2.513 -3.819
H -0.329 -4.664 -3.467
H 0.881 -3.450 -3.269
H 1.519 -5.218 -4.677
C 0.487 4.682 -3.053
C -0.301 5.357 -4.163
O -0.754 6.622 -3.774
H 1.296 5.331 -2.719
H 0.882 3.733 -3.407
H -0.216 4.522 -2.236
H -1.189 4.767 -4.380
H 0.285 5.400 -5.088
H 0.013 7.196 -3.680
C -2.015 2.971 2.237
C -1.586 1.861 3.168
O -0.326 1.264 2.762
H -1.374 3.858 2.308
H -2.999 3.359 2.534
H -2.073 2.664 1.193
H -2.332 1.067 3.183
H -1.454 2.257 4.181
H 0.403 1.878 3.053
C -3.197 -3.046 0.911
C -3.366 -3.769 2.208
O -4.572 -4.544 2.107
H -4.144 -2.548 0.669
H -3.085 -3.738 0.068
H -2.383 -2.326 0.881
H -3.371 -3.041 3.032
H -2.530 -4.460 2.390
H -4.692 -5.082 2.893

Löwdin population analysis, charges in e, atoms 1 to 5:
1. C -0.07
2. C -0.32
3. O -0.12
4. H 0.08
5. H 0.07

Stability check: which of them is least stable? #a.